No. 1
Molecular formula: C36H38BN7O13PS
Method: DFT, the ωB97M-V functional and the def2-TZVPD basis

- largest force on an atom (hartree/bohr) = 0.214
- charge = -1
- LUMO (eV) = 0.3
- HOMO-LUMO gap (eV) = 3.79

Atoms and positions in Å:
C 4.0196 -1.2745 1.8227
C 3.0249 -2.3586 1.0276
N 2.2099 -1.4999 0.0556
C 0.7164 -1.8204 0.2599
C 0.0625 -0.9319 -0.9967
O 0.0893 0.3867 -0.2824
B -0.3450 0.0668 1.1221
N -0.2572 1.3586 1.9434
C 1.0718 1.4494 2.3637
S 2.5984 2.1944 2.7090
P -2.1277 -0.7069 1.1403
C -2.2570 -2.1560 2.3771
O -3.1610 0.6449 1.6400
O 0.4737 -1.0869 1.5457
H 4.5863 -0.5751 1.0394
H 3.3684 -0.5837 2.5075
H 4.8003 -1.9084 2.4216
H 3.7038 -3.0557 0.3368
H 2.3433 -2.9717 1.7585
H 2.4955 -1.6608 -0.9350
H 0.4033 -2.9613 0.2813
H 0.7375 -0.8855 -1.9802
H -0.9592 -1.2889 -1.4422
H -3.0230 -2.9412 1.9125
H -2.6911 -1.7436 3.4071
H -1.2635 -2.7436 2.5700
H -3.1948 1.2214 0.8049
C 0.9480 4.2837 -4.7857
C 0.7962 3.6293 -3.5623
C 0.4667 2.2729 -3.5303
C 0.2952 1.5773 -4.7351
C 0.4395 2.2336 -5.9647
C 0.7664 3.5910 -5.9840
N -0.0261 0.1454 -4.7083
O -0.1642 -0.3949 -3.6007
O -0.1369 -0.4420 -5.7940
H 1.2105 5.3401 -4.8057
H 0.9379 4.1764 -2.6326
H 0.3520 1.7774 -2.5687
H 0.3044 1.7071 -6.9072
H 0.8835 4.1087 -6.9334
C -7.4293 0.8020 4.4712
C -8.2632 1.9122 4.3291
C -7.9475 2.9111 3.4061
C -6.7913 2.7852 2.6237
C -5.9483 1.6755 2.7698
C -6.2729 0.6844 3.6982
N -6.4675 3.8193 1.6337
O -7.2280 4.7950 1.5478
O -5.4550 3.6557 0.9378
H -7.6826 0.0230 5.1883
H -9.1619 1.9975 4.9363
H -8.6077 3.7700 3.3073
H -5.0453 1.5675 2.1726
H -5.6265 -0.1824 3.8168
C 6.8746 -0.4302 -3.7216
C 7.5599 -1.4156 -3.0092
C 6.8786 -2.5390 -2.5367
C 5.5058 -2.6681 -2.7884
C 4.8138 -1.6767 -3.4967
C 5.5053 -0.5564 -3.9618
N 4.7891 -3.8590 -2.3164
O 5.4325 -4.7046 -1.6771
O 3.5834 -3.9526 -2.5875
H 7.4113 0.4412 -4.0930
H 8.6268 -1.3094 -2.8247
H 7.4270 -3.2981 -1.9832
H 3.7474 -1.7618 -3.6949
H 4.9777 0.2173 -4.5153
C -10.4191 7.4808 6.4486
C -10.5710 6.8264 7.6720
C -10.9005 5.4700 7.7040
C -11.0719 4.7744 6.4992
C -10.9276 5.4307 5.2696
C -10.6007 6.7881 5.2503
N -11.3933 3.3425 6.5260
O -11.5313 2.8022 7.6336
O -11.5040 2.7551 5.4403
H -10.1566 8.5372 6.4286
H -10.4293 7.3735 8.6016
H -11.0151 4.9745 8.6656
H -11.0627 4.9042 4.3271
H -10.4836 7.3058 4.3009
C 10.3234 -7.1579 -5.6253
C 10.0188 -5.7962 -5.5932
C 9.8988 -5.1346 -4.3695
C 10.0913 -5.8488 -3.1788
C 10.3896 -7.2176 -3.2080
C 10.5043 -7.8690 -4.4377
N 9.9916 -5.1534 -1.8900
O 9.7074 -3.9465 -1.9054
O 10.2014 -5.8117 -0.8610
H 10.4215 -7.6682 -6.5820
H 9.8778 -5.2492 -6.5229
H 9.6610 -4.0732 -4.3614
H 10.5366 -7.7851 -2.2915
H 10.7386 -8.9307 -4.4710

---

No. 2
Molecular formula: C36H38BrIKN7O3S2
Method: DFT, the ωB97M-V functional and the def2-TZVPD basis

- largest force on an atom (hartree/bohr) = 0.004
- charge = 0
- LUMO (eV) = 0.3
- HOMO-LUMO gap (eV) = 7.18
- energy relative to the best compared isomer or geometry (same formula, charge and spin) (kJ/mol) = 0.0

Atoms and positions in Å:
K 0.3860 0.6679 -0.3158
C -4.5179 3.5614 0.8748
C -3.2852 2.9457 1.4801
C -3.3749 1.8658 2.3520
C -2.2375 1.2895 2.9006
C -0.9860 1.7973 2.5880
C -0.8839 2.8952 1.7454
C -2.0217 3.4518 1.1853
S 0.4464 1.0861 3.3759
O 0.0574 -0.2656 3.7423
O 0.7898 1.9549 4.4818
N 1.4792 1.1391 2.1743
C 2.7488 0.6429 2.3566
C 3.2789 0.1675 3.5506
C 4.5810 -0.3466 3.6337
C 5.4053 -0.4066 2.5435
C 4.9254 0.0676 1.3045
C 5.7138 0.0352 0.1295
C 5.2097 0.5015 -1.0478
C 3.8933 1.0055 -1.0544
N 3.1283 1.0452 0.0062
C 3.6113 0.5912 1.1980
H -5.4022 3.3475 1.4754
H -4.6979 3.1747 -0.1312
H -4.4177 4.6437 0.7927
H -4.3517 1.4786 2.6199
H -2.3088 0.4580 3.5889
H 0.0910 3.3091 1.5339
H -1.9268 4.3066 0.5246
H 2.6720 0.1920 4.4447
H 4.9314 -0.7046 4.5941
H 6.4090 -0.8070 2.6092
H 6.7192 -0.3655 0.1884
H 5.7837 0.4862 -1.9644
H 3.4662 1.3854 -1.9788
N -1.4322 1.6054 -2.9839
C -0.2032 1.2900 -3.4809
N 0.4763 0.2506 -3.1195
C 1.6702 0.1762 -3.8250
C 2.6389 -0.8104 -3.6640
C 3.8028 -0.7351 -4.4081
C 4.0155 0.3103 -5.3084
C 3.0589 1.2978 -5.4817
C 1.8905 1.2158 -4.7386
S 0.5183 2.2901 -4.7300
H -1.7759 1.0373 -2.2112
H -1.6644 2.5851 -2.9420
H 2.4746 -1.6095 -2.9522
H 4.5619 -1.4971 -4.2867
H 4.9337 0.3510 -5.8791
H 3.2203 2.1096 -6.1788
C -4.5025 0.3890 -1.8443
N -4.4286 -0.4187 -0.6414
C -5.5438 -0.2238 0.2748
C -3.1568 -0.6661 -0.1565
O -2.1837 -0.0466 -0.6039
N -3.0415 -1.6407 0.7831
C -4.0277 -2.6867 0.9773
C -1.7930 -1.8189 1.5090
H -5.5116 0.3114 -2.2487
H -3.8005 0.0227 -2.5889
H -4.2840 1.4449 -1.6479
H -5.8151 0.8357 0.3103
H -5.2727 -0.5278 1.2810
H -6.4201 -0.7942 -0.0415
H -4.7608 -2.6718 0.1765
H -4.5431 -2.5945 1.9375
H -3.5180 -3.6528 0.9605
H -1.0100 -1.2347 1.0431
H -1.5022 -2.8696 1.4718
H -1.8785 -1.5159 2.5516
C 2.6347 4.0523 0.5683
C 1.7134 3.6957 -0.5021
N 0.9777 3.4300 -1.3441
H 2.4904 5.0942 0.8481
H 3.6581 3.8966 0.2306
H 2.4504 3.3946 1.4200
Br -0.1366 -2.6211 -1.7975
C -0.0690 -4.0426 -0.5553
C -0.9617 -5.0946 -0.7161
C -0.9756 -6.1405 0.1917
C -0.0944 -6.1359 1.2637
C 0.7955 -5.0866 1.4232
C 0.8175 -4.0308 0.5169
I 2.1340 -2.4568 0.8888
H -1.6439 -5.0824 -1.5554
H -1.6750 -6.9555 0.0603
H -0.0989 -6.9469 1.9796
H 1.4766 -5.0750 2.2632

---

No. 3
Molecular formula: C36H38N4O2PSbY
Method: DFT, the ωB97M-V functional and the def2-TZVPD basis

- largest force on an atom (hartree/bohr) = 0.033
- charge = +1
- LUMO (eV) = -2.5
- HOMO-LUMO gap (eV) = 7.76
- energy relative to the best compared isomer or geometry (same formula, charge and spin) (kJ/mol) = 87.6

Atoms and positions in Å:
Y 0.7818 0.2022 -0.2989
O 1.2292 -0.0193 -2.2812
C 2.3150 0.0612 -3.0274
C 2.2043 0.1038 -4.4227
C 3.3213 0.1933 -5.2254
C 4.6053 0.2344 -4.6756
C 4.7346 0.1768 -3.3089
C 3.6154 0.0927 -2.4613
C 3.9017 -0.0237 -1.0415
N 3.0552 -0.0905 -0.0820
C 3.5557 -0.3141 1.2890
C 2.3716 -0.5492 2.2380
N 1.3974 0.4949 1.9330
C 1.3664 1.5339 2.6852
C 0.8682 2.8359 2.3108
C 0.8279 3.8286 3.3075
C 0.5984 5.1460 3.0005
C 0.4640 5.5038 1.6519
C 0.5171 4.5591 0.6536
C 0.6740 3.1937 0.9526
O 0.6663 2.3038 -0.0107
H 1.2098 0.0699 -4.8479
H 3.1996 0.2311 -6.3005
H 5.4763 0.3043 -5.3106
H 5.7207 0.1973 -2.8584
H 4.9681 -0.0991 -0.8027
H 4.2411 -1.1650 1.3137
H 4.0985 0.5747 1.6224
H 1.9330 -1.5337 2.0552
H 2.7140 -0.5124 3.2766
H 1.8450 1.4774 3.6697
H 0.9973 3.5312 4.3368
H 0.5592 5.8974 3.7757
H 0.3252 6.5446 1.3875
H 0.4256 4.8392 -0.3881
N -0.5198 -3.0755 1.0156
P -1.1928 -1.5436 0.7386
C -2.8208 -1.9324 0.0484
C -2.8378 -2.4459 -1.2503
C -4.0316 -2.8437 -1.8261
C -5.2195 -2.7073 -1.1177
C -5.2108 -2.1846 0.1666
C -4.0114 -1.8047 0.7566
C -1.5102 -0.8580 2.3867
C -2.0656 0.4226 2.4361
C -2.1940 1.0849 3.6447
C -1.7588 0.4748 4.8159
C -1.2042 -0.7955 4.7727
C -1.0765 -1.4625 3.5597
C 0.6300 -3.5155 0.3696
C 1.0016 -4.8606 0.4680
C 2.1278 -5.2797 -0.1992
C 2.8516 -4.3636 -0.9591
C 2.4119 -3.0615 -0.9885
N 1.3308 -2.6194 -0.3248
H -1.0964 -3.7992 1.4206
H -1.9121 -2.5368 -1.8106
H -4.0407 -3.2473 -2.8299
H -6.1549 -3.0075 -1.5710
H -6.1367 -2.0802 0.7161
H -4.0078 -1.4100 1.7646
H -2.3906 0.9114 1.5225
H -2.6194 2.0794 3.6730
H -1.8541 0.9914 5.7617
H -0.8699 -1.2709 5.6854
H -0.6222 -2.4449 3.5315
H 0.4033 -5.5478 1.0511
H 2.4364 -6.3152 -0.1422
H 3.7282 -4.6547 -1.5185
H 2.9290 -2.3247 -1.5870
C -2.5391 3.0903 -0.6253
Sb -1.7611 1.4494 -1.7528
C -3.7050 0.7767 -2.3413
C -1.3262 2.5468 -3.5184
H -3.3580 3.5398 -1.1856
H -1.7680 3.8343 -0.4441
H -2.9203 2.7493 0.3370
H -4.2657 1.6416 -2.6939
H -4.2149 0.3348 -1.4855
H -3.6520 0.0332 -3.1339
H -2.2337 3.0615 -3.8293
H -0.9930 1.8754 -4.3071
H -0.5396 3.2717 -3.3165

---

No. 4
Molecular formula: C36H38N4O2RuS2Si
Method: DFT, the ωB97M-V functional and the def2-TZVPD basis

- spin multiplicity = 5
- largest force on an atom (hartree/bohr) = 0.004
- charge = +2
- LUMO (spin up / spin down) (eV) = -5.7 / -8.2
- HOMO-LUMO gap (spin up / spin down) (eV) = 7.73 / 5.25
- energy relative to the best compared isomer or geometry (same formula, charge and spin) (kJ/mol) = 0.0

Atoms and positions in Å:
Ru -0.0215 0.1168 0.3932
O 0.3499 2.2687 -3.6332
C -0.8516 1.9541 -4.1059
C -1.1605 2.3578 -5.4052
C -2.3883 2.0523 -5.9374
C -3.3558 1.3346 -5.2025
C -3.0728 0.9305 -3.9338
C -1.8135 1.2252 -3.3445
C -1.5139 0.7972 -2.0207
O -0.3855 1.0455 -1.4542
N -2.4784 0.1177 -1.3435
N -2.1168 -0.2269 -0.1158
C -3.1496 -0.7593 0.5556
S -4.6724 -0.9584 -0.2058
C -5.3933 -1.9028 1.1690
C -4.7969 -1.3838 2.4582
S -3.0052 -1.2046 2.2019
H 0.4281 1.9322 -2.7200
H -0.4163 2.9070 -5.9644
H -2.6191 2.3709 -6.9455
H -4.3132 1.1107 -5.6497
H -3.7969 0.3795 -3.3526
H -5.1701 -2.9575 1.0112
H -6.4718 -1.7574 1.1389
H -4.9415 -2.0786 3.2836
H -5.1985 -0.4084 2.7307
C 0.1289 -1.3558 1.7461
Si 1.9752 -1.8189 1.7451
C 2.7497 -0.1064 1.4535
N 2.0604 0.5821 0.3088
C 2.2519 2.0611 0.4108
C 3.7163 2.4826 0.3185
C 4.4575 1.7379 -0.8060
C 3.4563 1.0999 -1.7591
C 2.5982 0.0789 -1.0230
C 2.2850 -2.9375 0.2911
C 1.3112 -3.2018 -0.6735
C 1.6094 -3.9412 -1.8102
C 2.8931 -4.4336 -1.9964
C 3.8735 -4.1944 -1.0409
C 3.5701 -3.4542 0.0914
C 2.5402 -2.5233 3.3604
C 2.7777 -1.7022 4.4678
C 3.1815 -2.2415 5.6784
C 3.3512 -3.6147 5.8006
C 3.1153 -4.4451 4.7145
C 2.7133 -3.9030 3.5027
H -0.1399 -0.9259 2.7192
H -0.4770 -2.2474 1.5671
H 3.8290 -0.1225 1.2857
H 2.5736 0.5004 2.3467
H 1.8155 2.3813 1.3546
H 1.6654 2.5174 -0.3890
H 4.2113 2.3270 1.2773
H 3.7276 3.5593 0.1424
H 5.0967 0.9562 -0.3879
H 5.1172 2.4166 -1.3435
H 3.9619 0.5759 -2.5707
H 2.8415 1.8699 -2.2327
H 3.1864 -0.8120 -0.8145
H 1.7599 -0.2377 -1.6459
H 0.2954 -2.8380 -0.5428
H 0.8403 -4.1427 -2.5445
H 3.1280 -5.0140 -2.8786
H 4.8716 -4.5889 -1.1780
H 4.3457 -3.2825 0.8312
H 2.6525 -0.6267 4.3943
H 3.3700 -1.5947 6.5249
H 3.6714 -4.0367 6.7438
H 3.2507 -5.5141 4.8095
H 2.5396 -4.5617 2.6592
N -0.6388 1.8731 1.7805
C -0.9378 2.7652 2.4417
C -1.3017 3.8714 3.2676
C -2.3956 3.7566 4.1280
C -2.7373 4.8333 4.9249
C -1.9971 6.0074 4.8613
C -0.9102 6.1164 4.0030
C -0.5536 5.0487 3.2002
H -2.9617 2.8360 4.1679
H -3.5806 4.7598 5.5971
H -2.2700 6.8461 5.4874
H -0.3417 7.0348 3.9607
H 0.2891 5.1217 2.5261